Entry i
# C4H12O2

A 3-piece molecular cluster, C4H12O2 overall (wB97M-V/def2-TZVPD, OMol25).

Results
SMILES string: C=C(C)C.O.O
HOMO-LUMO gap (eV): 10.222

CARTESIAN COORDINATES (ANGSTROEM)
C 0.88 0.32 1.25
C 0.15 -0.20 0.27
C -0.83 0.69 -0.45
C 0.37 -1.58 -0.28
H 1.58 -0.32 1.79
H 0.66 1.32 1.58
H -0.35 1.23 -1.27
H -1.15 1.55 0.16
H -1.81 0.29 -0.71
H 1.32 -1.62 -0.81
H -0.39 -1.95 -0.97
H 0.33 -2.33 0.51
O 3.03 0.71 -1.92
H 3.06 0.57 -0.96
H 2.61 -0.06 -2.31
O -3.35 0.84 1.48
H -2.78 0.24 1.98
H -3.32 0.33 0.65



Entry ii
# C4H12O2

A 2-piece molecular cluster, C4H12O2 overall (wB97M-V/def2-TZVPD, OMol25).

Results
SMILES string: CCO.CCO
HOMO-LUMO gap (eV): 11.083

CARTESIAN COORDINATES (ANGSTROEM)
C -1.63 0.57 -0.43
C -2.02 -0.87 -0.14
O -2.75 -1.44 -1.23
H -1.39 0.56 -1.50
H -0.80 1.00 0.13
H -2.37 1.35 -0.27
H -1.15 -1.49 0.05
H -2.70 -0.96 0.72
H -2.92 -0.77 -1.89
C 1.88 1.09 0.61
C 1.65 -0.39 0.63
O 2.76 -1.11 0.09
H 1.81 1.63 -0.34
H 2.88 1.36 0.99
H 1.36 1.63 1.42
H 1.62 -0.75 1.67
H 0.71 -0.71 0.22
H 3.08 -0.71 -0.72



Which of them is least stable? Easy: entry ii.



Entry i
# C6H12O4

A 2-piece molecular cluster, C6H12O4 overall (wB97M-V/def2-TZVPD, OMol25).

Results
SMILES string: COC(C)=O.COC(C)=O
HOMO-LUMO gap (eV): 10.739

CARTESIAN COORDINATES (ANGSTROEM)
C -12.51 -3.16 -8.42
O -13.37 -2.01 -8.30
C -13.77 -1.57 -7.11
C -14.51 -0.33 -7.13
O -13.49 -2.15 -6.03
H -11.68 -3.27 -7.69
H -12.09 -2.78 -9.36
H -12.95 -4.15 -8.60
H -13.78 0.49 -7.25
H -15.04 -0.18 -6.17
H -15.24 -0.27 -7.95
C -11.99 -0.05 -14.55
O -11.54 -1.27 -15.04
C -10.32 -1.37 -15.52
C -9.73 -2.70 -15.30
O -9.71 -0.51 -16.22
H -12.71 0.36 -15.28
H -11.15 0.66 -14.46
H -12.50 -0.13 -13.57
H -10.55 -3.44 -15.27
H -9.12 -2.80 -14.38
H -9.09 -2.92 -16.17



Entry ii
# C6H12O4

A 2-piece molecular cluster, C6H12O4 overall (wB97M-V/def2-TZVPD, OMol25).

Results
SMILES string: C1COCO1.C1COCO1
HOMO-LUMO gap (eV): 10.636

CARTESIAN COORDINATES (ANGSTROEM)
C -2.26 0.75 -1.23
C -3.07 -0.38 -1.78
O -2.12 -1.31 -2.15
C -0.88 -0.79 -1.93
O -1.01 0.59 -1.87
H -2.70 1.72 -1.53
H -2.17 0.75 -0.13
H -3.69 -0.11 -2.65
H -3.73 -0.82 -1.01
H -0.51 -1.06 -0.93
H -0.17 -1.20 -2.68
C 2.97 0.73 1.52
C 1.71 0.56 0.70
O 0.76 0.25 1.70
C 1.47 -0.61 2.57
O 2.90 -0.35 2.41
H 3.86 0.66 0.86
H 3.04 1.67 2.09
H 1.73 -0.30 0.01
H 1.36 1.44 0.13
H 1.17 -0.52 3.62
H 1.36 -1.67 2.27



Entry iii
# C6H12O4

A 2-piece molecular cluster, C6H12O4 overall (wB97M-V/def2-TZVPD, OMol25).

Results
SMILES string: C=C(C(C)=O)C(C)(O)O.O
HOMO-LUMO gap (eV): 10.396

CARTESIAN COORDINATES (ANGSTROEM)
C 0.10 1.48 0.66
C -0.16 0.32 0.07
C 0.87 -0.48 -0.64
C 1.70 0.27 -1.65
O 0.97 -1.68 -0.46
C -1.52 -0.41 0.11
C -2.67 0.47 0.57
O -1.41 -1.49 0.99
O -1.84 -0.85 -1.20
H 1.10 1.88 0.66
H -0.65 2.04 1.19
H 2.33 -0.43 -2.20
H 1.03 0.79 -2.32
H 2.32 0.99 -1.13
H -2.74 1.35 -0.06
H -2.53 0.75 1.61
H -3.58 -0.11 0.48
H -0.62 -2.01 0.73
H -1.28 -1.60 -1.42
O 2.85 -0.08 1.19
H 2.40 -0.40 1.98
H 3.34 -0.83 0.83



Which of them is least stable? Easy: entry ii.



Entry i
# H4S2

A 2-piece molecular cluster, H4S2 overall (wB97M-V/def2-TZVPD, OMol25).

Results
SMILES string: S.S
HOMO-LUMO gap (eV): 10.050

CARTESIAN COORDINATES (ANGSTROEM)
S -0.28 0.55 -1.58
H 0.08 -0.35 -2.52
H -1.10 -0.33 -0.97
S -0.12 0.24 1.48
H 0.25 -0.58 2.47
H 1.16 0.47 1.12



Entry ii
# H4S2

A 2-piece molecular cluster, H4S2 overall (wB97M-V/def2-TZVPD, OMol25).

Results
SMILES string: S.S
HOMO-LUMO gap (eV): 10.210

CARTESIAN COORDINATES (ANGSTROEM)
S -1.63 0.60 0.34
H -0.92 1.36 1.19
H -2.56 0.32 1.22
S 1.59 -1.35 -0.79
H 2.15 -0.35 -0.08
H 1.37 -0.59 -1.89



Which of them is least stable? Easy: entry i.



Entry i
# C9H13N2O

An isolated ion of composition C9H13N2O and charge +1 (wB97M-V/def2-TZVPD, OMol25).

Results
SMILES string: CN(C=O)c1ccccc1C[NH3+]
Net charge: +1
HOMO-LUMO gap (eV): 10.024

CARTESIAN COORDINATES (ANGSTROEM)
C -1.40 -2.35 0.98
N -1.24 -1.08 0.22
C -2.12 -0.77 -0.70
O -2.04 0.26 -1.38
C 0.14 -0.56 0.17
C 0.97 -1.55 -0.33
C 2.26 -1.26 -0.59
C 2.80 0.04 -0.43
C 1.93 1.00 0.01
C 0.61 0.74 0.42
C -0.16 2.03 0.77
N -0.91 2.57 -0.43
H -2.04 -2.15 1.91
H -1.78 -3.08 0.38
H -0.35 -2.69 1.35
H -3.02 -1.40 -0.75
H 0.55 -2.55 -0.56
H 2.99 -2.01 -0.95
H 3.82 0.29 -0.83
H 2.22 2.04 0.18
H 0.57 2.81 1.05
H -0.80 1.88 1.61
H -1.24 1.69 -1.00
H -0.15 2.97 -0.96
H -1.61 3.12 -0.11



Entry ii
# C9H13N2O

An isolated ion of composition C9H13N2O and charge +1 (wB97M-V/def2-TZVPD, OMol25).

Results
SMILES string: C[C@@]1(O)/C=[NH+]/C=C\C(N)=C=CC1
Net charge: +1
HOMO-LUMO gap (alpha / beta) (eV): 6.926 / 6.928

CARTESIAN COORDINATES (ANGSTROEM)
C -2.98 -0.26 0.70
C -1.77 -0.02 -0.34
O -2.33 -0.14 -1.64
C -1.11 1.31 -0.21
N 0.00 1.26 0.43
C 1.17 1.91 0.15
C 2.32 1.06 0.01
C 2.57 -0.38 0.10
N 3.79 -0.79 -0.30
C 1.59 -1.18 0.54
C 0.26 -1.33 0.63
C -0.72 -1.14 -0.44
H -2.75 -0.66 1.63
H -3.68 -1.03 0.39
H -3.38 0.78 0.82
H -3.23 0.34 -1.69
H -1.39 2.24 -0.65
H 0.17 0.45 0.96
H 1.11 2.95 -0.18
H 3.20 1.51 -0.30
H 4.57 -0.28 -0.10
H 4.05 -1.72 -0.12
H -0.06 -1.68 1.54
H -0.12 -1.19 -1.34
H -1.27 -2.01 -0.59



Which of them is least stable? Easy: entry ii.



Entry i
# C4H7NO4

One molecule with the formula C4H7NO4 (wB97M-V/def2-TZVPD, OMol25).

Results
SMILES string: C[C@H](OC(=O)O)C(N)=O
HOMO-LUMO gap (eV): 10.372

CARTESIAN COORDINATES (ANGSTROEM)
C 1.31 -1.27 0.65
C 0.39 -0.78 -0.46
O 1.05 0.26 -1.23
C 0.34 1.34 -0.93
O 0.44 2.04 0.08
O -0.50 1.66 -1.93
C -1.16 -0.59 0.23
N -1.20 0.32 1.18
O -2.01 -1.35 -0.15
H 1.51 -0.48 1.36
H 0.85 -2.11 1.17
H 2.25 -1.61 0.22
H 0.21 -1.56 -1.20
H -0.91 2.52 -1.77
H -0.47 1.15 1.13
H -2.09 0.48 1.64



Entry ii
# C4H7NO4

A 2-piece molecular cluster, C4H7NO4 overall (wB97M-V/def2-TZVPD, OMol25).

Results
HOMO-LUMO gap (eV): 9.122

CARTESIAN COORDINATES (ANGSTROEM)
C 0.49 0.00 -0.21
C -0.60 -0.96 0.19
C 0.24 -2.31 0.12
C 0.56 2.20 -0.49
N 1.57 -0.54 -0.60
O 1.58 -1.89 -0.24
O 1.92 2.36 -0.33
O -0.18 2.70 0.50
O -0.05 2.45 -1.64
H -1.02 -0.65 1.26
H -1.48 -1.04 -0.38
H 0.46 -2.96 1.05
H -0.23 -2.86 -0.61
H 2.36 1.86 -0.99
H 0.37 3.29 0.97
H -0.75 3.13 -1.59



Which of them is least stable? Easy: entry ii.



Entry i
# C4H7NO4

C4H7NO4 as an isolated structure (wB97M-V/def2-TZVPD, OMol25).

Results
HOMO-LUMO gap (eV): 9.434

CARTESIAN COORDINATES (ANGSTROEM)
C -0.98 0.76 -0.35
C -1.90 -0.55 -0.08
C 0.39 0.09 -0.87
C 1.41 -0.45 0.02
H -1.15 1.75 1.78
H 0.82 1.16 1.21
H -1.44 1.33 -1.10
H 0.27 -0.81 -1.41
H 0.81 0.71 -1.69
H 3.11 -1.29 -0.07
H -0.48 -0.92 1.16
N -0.38 1.60 0.69
O -2.90 -0.74 -0.66
O 1.19 -0.60 1.19
O 2.58 -0.61 -0.71
O -1.36 -1.42 0.88



Entry ii
# C4H7NO4

One molecule with the formula C4H7NO4 (wB97M-V/def2-TZVPD, OMol25).

Results
SMILES string: N[C@@H](CC(=O)O)C(=O)O
HOMO-LUMO gap (eV): 10.268

CARTESIAN COORDINATES (ANGSTROEM)
N 1.61 0.30 0.65
C 0.15 0.31 0.84
C -0.61 1.20 -0.23
C -0.46 0.51 -1.59
O -1.36 0.05 -2.19
O 0.80 0.49 -2.09
C -0.41 -1.11 0.87
O 0.08 -2.02 0.33
O -1.41 -1.31 1.73
H 2.00 -0.50 1.15
H 1.92 0.26 -0.28
H 0.14 0.64 1.89
H -1.70 1.26 -0.05
H -0.27 2.24 -0.18
H 0.73 -0.03 -2.86
H -1.22 -2.29 2.00



Which of them is least stable? Easy: entry i.